Density functional theory data (ωB97M-V with the def2-TZVPD basis set) for a molecular structure, C34H83AlF2NO27P5S2 at a distorted geometry.

XYZ file:
```
155
Properties=species:S:1:pos:R:3:forces:R:3:mulliken_charge:R:1
Al 25.288070 -21.156120 -11.754350 0.624 -0.646 -1.216 1.177
N 23.044420 -20.406530 -13.319930 -1.066 -3.748 -2.932 0.308
S 21.929630 -19.409150 -13.509480 -2.949 10.420 3.034 0.900
O 20.654060 -19.692060 -12.827810 0.788 -0.587 -2.059 -0.523
O 21.948140 -18.423590 -14.628980 -0.566 -3.057 1.777 -0.639
F 22.513020 -18.437460 -12.390440 0.542 0.703 0.803 -0.392
S 22.225100 -21.397390 -14.432340 4.272 -6.158 -2.511 0.499
O 22.033260 -20.937860 -15.786090 -0.412 0.661 1.013 -0.641
O 21.248470 -22.336170 -13.958210 0.426 1.183 0.832 -0.390
F 23.547400 -22.331790 -14.657030 -1.204 0.648 0.561 -0.006
C 23.702690 -17.782510 -18.165760 0.577 -0.694 -0.222 -1.517
C 24.196430 -18.730270 -17.072270 -0.177 0.363 0.965 1.583
O 25.631450 -18.734630 -16.853820 0.951 -0.266 0.007 -0.285
P 26.353440 -18.561690 -15.413380 0.414 -0.249 -0.043 -0.314
O 25.823440 -19.500180 -14.376210 0.174 0.993 -0.503 0.561
O 27.974750 -18.718710 -15.689730 -2.930 0.146 0.560 -0.230
C 28.939600 -17.838070 -14.962860 0.206 -0.785 -1.484 -0.315
C 30.375140 -18.503080 -15.203790 -1.609 1.060 0.849 -0.752
O 26.110730 -16.995330 -15.099180 0.764 -0.331 0.362 -0.311
C 24.993340 -16.504430 -14.314400 -0.712 -0.912 -0.071 0.704
C 25.266680 -16.372000 -12.813400 0.525 0.405 -1.159 -1.067
H 23.727140 -18.094150 -19.209970 0.621 -0.691 0.078 0.370
H 22.626330 -17.753140 -17.996330 -0.033 1.007 0.286 0.230
H 24.295920 -16.868160 -18.154780 -0.720 0.385 0.382 0.390
H 23.742430 -18.415150 -16.132760 -0.028 0.243 -0.064 -0.808
H 23.763210 -19.724410 -17.182390 0.683 -0.359 -0.331 -0.047
H 28.662670 -16.904900 -15.453370 1.205 0.402 0.251 0.400
H 28.683950 -17.732010 -13.908590 -0.010 -0.448 0.016 0.272
H 30.941790 -18.380370 -14.280770 0.141 0.109 -0.095 0.379
H 30.225390 -19.575310 -15.330230 -0.057 0.122 -0.211 -0.072
H 30.932650 -18.056660 -16.027200 -0.256 -0.135 -0.006 0.327
H 24.661300 -15.570070 -14.766970 0.325 0.038 -0.010 0.405
H 24.192630 -17.226410 -14.474670 -0.204 0.103 0.206 -0.704
H 25.798420 -17.271740 -12.503840 -0.174 0.080 0.362 0.173
H 25.882310 -15.484760 -12.665420 0.216 -0.157 0.250 0.394
H 24.331190 -16.203060 -12.280080 0.002 -0.292 0.006 0.265
C 28.630800 -26.386300 -9.921050 -0.557 -1.998 0.241 -1.443
C 27.465560 -25.457560 -10.173620 1.243 0.613 -0.499 0.245
O 26.452010 -26.216470 -10.867620 -1.803 0.920 -0.470 -0.377
P 25.091560 -25.474840 -11.440170 2.003 -3.027 0.302 0.132
O 25.363020 -24.059380 -11.716920 -1.041 0.924 0.491 0.057
O 24.844500 -26.374350 -12.767360 0.559 1.052 2.235 -0.290
C 23.670130 -26.242940 -13.526790 -1.547 0.111 -1.335 -0.346
C 23.965980 -25.777720 -14.948130 0.354 -0.317 0.767 -0.953
O 23.935200 -25.975820 -10.400170 1.360 0.490 -1.916 -0.308
C 23.978780 -25.538240 -9.048430 0.056 1.973 0.507 0.138
C 23.380170 -26.511450 -8.142420 -0.839 -1.559 1.055 -1.452
H 28.352740 -27.251340 -9.318980 -0.226 0.288 0.790 0.362
H 28.799910 -26.967620 -10.827460 0.437 0.639 -0.549 0.298
H 29.571390 -26.001620 -9.526830 -0.340 0.459 -0.187 0.386
H 27.065740 -24.917810 -9.315180 -0.091 -0.420 0.241 0.393
H 27.912470 -24.693190 -10.809320 -0.614 0.268 -0.449 0.047
H 23.209070 -27.229460 -13.574790 -0.050 -0.029 0.165 0.374
H 22.920750 -25.549620 -13.144900 0.170 0.067 0.773 0.242
H 24.604770 -26.563350 -15.351660 0.084 0.420 -0.633 0.365
H 23.040600 -25.670590 -15.514080 -0.005 -0.261 -0.045 0.443
H 24.442870 -24.798050 -14.917880 0.261 -0.149 -0.142 -0.085
H 24.950780 -25.299660 -8.616700 0.590 -0.178 -0.837 0.167
H 23.442400 -24.589630 -9.025490 -0.184 0.139 0.106 0.231
H 23.516580 -26.247480 -7.093700 0.092 0.411 -0.044 0.413
H 22.305810 -26.639710 -8.274350 0.037 -0.162 -0.239 0.309
H 23.888640 -27.472090 -8.224440 -0.165 -0.136 -0.227 0.349
C 19.502460 -17.101780 -11.139740 -0.306 0.547 0.088 -1.062
C 20.276210 -17.924800 -10.144700 2.209 1.072 -2.199 0.138
O 19.481870 -18.035460 -9.011360 -0.222 -1.010 4.300 0.221
P 20.027540 -18.093090 -7.470020 -3.201 0.978 -1.107 0.565
O 21.315950 -18.846850 -7.322200 0.721 0.415 0.043 -0.350
O 20.120960 -16.548130 -6.966730 0.550 -2.883 -0.106 -0.163
C 21.059080 -15.595720 -7.438440 -0.558 3.001 -1.195 -0.133
C 20.139540 -14.430050 -8.020330 -0.349 -1.245 -0.310 -0.973
O 18.891560 -18.799950 -6.633180 2.022 1.182 -0.491 -0.261
C 17.513280 -18.733290 -6.961330 -2.273 -1.140 -2.092 -0.240
C 16.996670 -20.197060 -7.249270 0.500 2.139 2.161 -0.967
H 18.499620 -17.516210 -11.243010 -0.051 0.196 -0.193 0.248
H 19.466410 -16.101360 -10.708520 -0.563 0.082 -0.033 0.234
H 19.957850 -16.935840 -12.116050 0.212 -0.644 0.106 0.294
H 20.632450 -18.871680 -10.550410 -0.439 -0.272 0.286 0.186
H 21.165850 -17.341050 -9.908310 0.309 -0.204 0.099 0.126
H 21.551810 -15.094120 -6.605540 0.237 -0.760 0.242 0.370
H 21.738730 -15.923970 -8.224830 -0.027 -0.483 0.385 0.258
H 19.406970 -14.205010 -7.245210 0.193 0.457 -0.107 0.344
H 20.640030 -13.561690 -8.448770 0.465 -0.057 0.720 0.389
H 19.590700 -14.834460 -8.870810 -0.170 -0.216 0.043 0.190
H 16.911260 -18.202350 -6.223930 0.504 -0.003 0.115 0.443
H 17.390990 -18.311380 -7.958900 0.165 0.889 0.336 0.182
H 15.981840 -20.131960 -7.641660 0.353 -0.079 -0.690 0.293
H 17.824030 -20.589390 -7.840580 -0.712 -0.840 -0.076 0.281
H 16.849210 -20.590340 -6.243440 0.498 -0.975 -0.273 0.327
C 31.065410 -22.751230 -15.763680 1.490 -0.928 -0.118 -1.269
C 29.754530 -23.303680 -16.307890 2.378 -0.217 -1.605 0.189
O 28.840490 -22.585720 -15.591620 -4.326 -0.118 1.892 0.149
P 27.531320 -23.336630 -14.972450 0.075 1.732 1.535 0.541
O 26.764990 -22.407120 -14.084460 0.438 -0.625 -0.880 -0.612
O 26.660210 -23.950120 -16.184820 1.515 -0.446 1.450 -0.309
C 25.816680 -23.164360 -17.014040 -1.328 -0.260 -0.297 0.188
C 26.246380 -21.784890 -17.261340 1.422 1.124 -0.606 -0.629
O 28.165340 -24.525120 -14.090290 -0.215 1.689 -0.608 -0.346
C 27.710820 -25.850490 -14.198400 -1.297 -0.425 -1.341 0.895
C 28.569370 -26.564380 -15.195900 -0.336 -0.950 0.190 -1.482
H 31.991940 -23.176190 -16.149740 -0.211 -0.341 -0.671 0.433
H 31.183430 -21.684700 -15.955220 -0.470 0.005 0.146 0.187
H 31.204360 -22.969750 -14.704890 -0.592 0.280 0.199 0.301
H 29.650950 -23.082690 -17.370210 0.038 0.440 -0.196 0.228
H 29.592690 -24.381550 -16.318200 0.376 -0.047 0.819 -0.019
H 25.834930 -23.646190 -17.991590 -0.350 -0.463 0.253 0.348
H 24.795310 -23.113370 -16.636810 0.022 -0.714 0.374 -0.144
H 26.999000 -21.907120 -18.040270 0.177 0.895 -0.139 0.359
H 25.418710 -21.169020 -17.613150 0.130 -0.165 -0.153 0.199
H 26.713570 -21.262400 -16.426580 -0.231 -0.156 0.123 -0.103
H 27.579560 -26.372610 -13.250630 0.869 0.365 0.311 0.410
H 26.677940 -25.820730 -14.545360 -0.049 -0.041 -0.258 -0.678
H 29.575120 -26.670790 -14.789400 -0.020 -0.442 -0.181 0.355
H 28.024610 -27.494490 -15.357850 0.690 -0.607 0.048 0.450
H 28.637400 -26.137170 -16.196380 -0.235 0.463 0.241 0.285
C 12.890890 -23.206740 -8.663390 0.858 -1.004 0.054 -1.248
C 14.046780 -22.437240 -9.307860 -1.544 1.966 2.420 -0.081
O 14.816730 -23.178810 -10.220120 0.259 0.031 -3.532 -0.184
P 14.882520 -22.694120 -11.762700 1.043 -1.101 0.356 0.785
O 13.528460 -22.338120 -12.395100 2.238 0.252 1.224 -0.469
O 15.989770 -21.436500 -11.655750 -3.751 -1.165 -0.078 -0.136
C 17.168020 -21.257650 -12.374330 1.847 -2.060 0.309 0.187
C 18.167190 -21.994020 -11.400680 1.487 1.340 -0.288 -0.791
O 15.684740 -23.828370 -12.567610 -0.065 4.478 2.709 -0.103
C 15.098640 -25.041070 -12.868620 -0.482 -2.661 -1.505 -0.349
C 14.851920 -25.084510 -14.356160 -0.098 -0.522 -0.429 -1.064
H 12.265750 -22.672810 -7.947690 0.127 0.730 -0.525 0.381
H 12.275270 -23.676560 -9.430460 -0.097 0.031 0.113 0.328
H 13.326080 -23.965890 -8.013470 -0.019 -0.457 -0.306 0.323
H 13.662350 -21.494020 -9.696020 0.033 -0.095 -0.758 0.398
H 14.741910 -22.098900 -8.539470 0.170 -0.300 0.153 0.193
H 17.178420 -21.896730 -13.257260 -0.212 0.623 -0.437 -0.024
H 17.422950 -20.202950 -12.477820 -0.292 -0.218 -0.178 0.443
H 18.194920 -21.353750 -10.518990 -0.481 -0.860 0.643 0.050
H 18.071650 -23.077370 -11.327750 -0.805 0.300 0.453 0.454
H 19.203640 -21.878060 -11.717570 0.059 0.282 -0.896 0.250
H 15.797140 -25.796880 -12.509520 0.173 -0.099 -0.383 0.361
H 14.172100 -25.342010 -12.379690 -0.234 0.952 0.474 0.407
H 14.346520 -26.040440 -14.493510 -0.042 0.095 -0.678 0.420
H 14.257090 -24.264620 -14.758720 -0.615 -0.060 0.601 0.326
H 15.722170 -25.014120 -15.008700 0.459 -0.532 0.431 0.189
C 19.456990 -24.079530 -15.246040 1.575 -0.386 -0.371 -0.908
C 18.386340 -23.301280 -15.932680 0.505 -1.269 -0.508 -0.235
O 18.686160 -21.877470 -15.691310 -0.574 1.080 -0.084 -0.061
C 19.013020 -21.085600 -16.644510 1.592 2.218 3.024 0.847
O 19.064550 -21.392130 -17.846150 -0.022 0.373 -0.662 -0.194
O 19.425110 -19.840370 -16.179510 -1.291 -3.549 -0.826 -0.021
C 20.026390 -18.837440 -16.985510 0.542 1.561 -1.642 -0.878
H 19.513730 -25.131920 -15.524190 -0.857 -0.128 0.011 0.568
H 19.459210 -23.987740 -14.159910 -0.161 0.060 -0.154 0.248
H 20.429650 -23.751870 -15.613010 0.018 0.292 0.243 0.082
H 17.445710 -23.639030 -15.497670 -0.394 1.114 -0.274 -0.090
H 18.413080 -23.430890 -17.014610 -0.290 -0.290 0.098 0.605
H 20.788340 -19.162250 -17.694050 -0.317 -0.803 0.040 0.412
H 20.591500 -18.126060 -16.383270 -0.499 -0.418 0.785 0.202
H 19.241560 -18.293880 -17.511510 -0.005 -0.090 0.004 0.492
```
Positions in Å, forces in eV/Å.

Output
Energy = -6375.87564 hartree
HOMO level (spin up / spin down) = -14.58 / -14.58 eV
LUMO (spin up / spin down) = -12.4 / -12.7 eV
Spin multiplicity = 2
HOMO-LUMO gap (spin up / spin down) = 2.1730 / 1.9155 eV
Net charge = +3